(1)
ORCA calculation (ωB97M-V with the def2-TZVPD basis set) on a molecular structure, C3H5Cl at a distorted geometry.

Computed properties:
- LUMO (eV) = 1.182
- HOMO level (eV) = -9.31
- gap between HOMO and LUMO (eV) = 10.495
- E_tot (a.u.) = -577.4183
- energy relative to the best compared isomer or geometry (same formula, charge and spin) (kJ/mol) = 144.1

```
9
Properties=species:S:1:pos:R:3:nbo_charge:R:1
C -0.839 -0.338 0.339 -0.2587
C -1.831 0.244 -0.287 -0.2087
C 0.642 -0.144 -0.009 -0.6370
Cl -3.474 0.027 0.027 0.0162
H -1.199 -1.225 0.925 0.2220
H -1.747 1.002 -1.465 0.1993
H 1.023 0.944 -0.079 0.2281
H 1.146 -0.714 0.696 0.2178
H 0.878 -0.566 -1.019 0.2211
```

---

(2)
ORCA calculation (ωB97M-V with the def2-TZVPD basis set) on a single C3H5Cl2F molecule at a distorted geometry.

Computed properties:
- LUMO (eV) = 0.349
- HOMO level (eV) = -10.71
- gap between HOMO and LUMO (eV) = 11.056
- E_tot (a.u.) = -1137.5278
- SMILES string = CCC(F)(Cl)Cl
- energy relative to the best compared isomer or geometry (same formula, charge and spin) (kJ/mol) = 75.4

```
11
Properties=species:S:1:pos:R:3:nbo_charge:R:1
C -1.274 -0.166 -0.128 -0.6043
C 0.156 -0.564 -0.361 -0.5363
C 0.999 0.317 0.403 0.5107
F 0.925 0.321 1.672 -0.2987
Cl 2.687 0.189 -0.161 -0.0168
Cl 0.552 2.256 -0.029 -0.2182
H -2.009 -1.040 -0.188 0.2210
H -1.358 0.194 0.946 0.2167
H -1.514 0.626 -0.716 0.2256
H 0.498 -0.447 -1.386 0.2511
H 0.339 -1.686 -0.053 0.2491
```

---

(3)
ORCA calculation (ωB97M-V with the def2-TZVPD basis set) on a single C3H5Cl2N molecule at a distorted geometry.

Computed properties:
- LUMO (eV) = 0.803
- HOMO level (eV) = -9.45
- gap between HOMO and LUMO (eV) = 10.254
- E_tot (a.u.) = -1092.4254
- SMILES string = NC/C(Cl)=C/Cl
- energy relative to the best compared isomer or geometry (same formula, charge and spin) (kJ/mol) = 19.7

```
11
Properties=species:S:1:pos:R:3:nbo_charge:R:1
N -2.468 -0.737 -0.675 -0.8263
C -1.660 -0.833 0.499 -0.2534
C -0.318 -0.186 0.242 -0.0130
Cl -0.410 1.564 0.058 -0.0159
C 0.812 -0.880 0.201 -0.2533
Cl 2.359 -0.290 -0.174 0.0333
H -3.380 -1.189 -0.546 0.3636
H -2.654 0.249 -0.846 0.3628
H -2.117 -0.369 1.373 0.1805
H -1.450 -1.878 0.818 0.2021
H 0.737 -1.924 0.242 0.2198
```

---

(4)
ORCA calculation (ωB97M-V with the def2-TZVPD basis set) on 2 unconnected molecules or ions with the total composition C3H5Cl2N at a distorted geometry.

Computed properties:
- LUMO (alpha / beta) (eV) = -0.410 / -0.620
- HOMO level (alpha / beta) (eV) = -8.89 / -8.58
- gap between HOMO and LUMO (alpha / beta) (eV) = 8.479 / 7.959
- E_tot (a.u.) = -1092.3398
- energy relative to the best compared isomer or geometry (same formula, charge and spin) (kJ/mol) = 244.3

```
11
Properties=species:S:1:pos:R:3:nbo_charge:R:1
C 0.396 -0.497 0.164 0.1919
C 0.555 -1.885 0.724 -0.6679
C -0.935 1.991 -0.983 -0.2280
N -0.586 -0.191 -0.497 -0.4242
Cl 1.742 0.584 0.582 -0.0988
Cl -0.968 2.804 0.478 0.0878
H -0.336 -2.126 1.302 0.2370
H 1.434 -1.954 1.357 0.2288
H 0.632 -2.594 -0.096 0.2372
H -0.056 2.118 -1.593 0.2175
H -1.878 1.750 -1.437 0.2187
```

---

(5)
ORCA calculation (ωB97M-V with the def2-TZVPD basis set) on a single C3H5Cl2N molecule at a distorted geometry.

Computed properties:
- LUMO (eV) = 0.753
- HOMO level (eV) = -9.46
- gap between HOMO and LUMO (eV) = 10.216
- E_tot (a.u.) = -1092.4152
- SMILES string = NCC=C(Cl)Cl
- energy relative to the best compared isomer or geometry (same formula, charge and spin) (kJ/mol) = 46.5

```
11
Properties=species:S:1:pos:R:3:nbo_charge:R:1
N -2.986 -0.590 -0.410 -0.8391
C -1.997 0.124 0.455 -0.2482
C -0.676 -0.658 0.261 -0.2245
C 0.482 -0.068 0.097 -0.0947
Cl 0.770 1.602 -0.077 0.0490
Cl 1.915 -1.081 -0.069 -0.0006
H -2.802 -0.277 -1.366 0.3533
H -3.997 -0.334 -0.258 0.3630
H -2.231 0.021 1.488 0.2076
H -1.897 1.219 0.155 0.1923
H -0.667 -1.739 0.467 0.2419
```

---

(6)
ORCA calculation (ωB97M-V with the def2-TZVPD basis set) on a gas-phase ion, C3H5Cl2N3O (charge +2) at a distorted geometry.

Computed properties:
- LUMO (eV) = -10.085
- HOMO level (eV) = -19.86
- gap between HOMO and LUMO (eV) = 9.780
- total charge = +2
- E_tot (a.u.) = -1276.3890
- SMILES string = C=[N+]=C(Cl)/[NH+]=C(/Cl)NO
- energy relative to the best compared isomer or geometry (same formula, charge and spin) (kJ/mol) = 19.9

```
14
Properties=species:S:1:pos:R:3:nbo_charge:R:1
C 0.565 -2.531 0.701 0.1996
N -0.096 -1.581 0.149 -0.4137
C -1.077 -0.784 0.129 0.5197
Cl -2.686 -1.337 -0.370 0.2106
N -1.133 0.608 0.314 -0.5878
C -0.161 1.559 0.103 0.4541
Cl -0.389 3.034 0.968 0.2642
N 0.831 1.273 -0.690 -0.1704
O 1.952 1.973 -0.891 -0.4550
H 0.372 -3.047 1.638 0.2718
H 1.159 -3.100 -0.031 0.2558
H -2.051 0.900 0.408 0.4721
H 0.906 0.198 -0.959 0.4331
H 1.809 2.836 -1.466 0.5458
```

---

(7)
ORCA calculation (ωB97M-V with the def2-TZVPD basis set) on a molecular structure, C3H5Cl3 at a distorted geometry.

Computed properties:
- LUMO (eV) = -0.698
- HOMO level (eV) = -10.61
- gap between HOMO and LUMO (eV) = 9.909
- E_tot (a.u.) = -1497.8410
- energy relative to the best compared isomer or geometry (same formula, charge and spin) (kJ/mol) = 126.3

```
11
Properties=species:S:1:pos:R:3:nbo_charge:R:1
C -0.107 0.807 1.120 -0.7033
C 0.426 -0.382 -1.189 -0.4015
C -0.249 -0.339 0.175 0.1875
Cl 2.248 -0.544 -0.671 -0.1269
Cl -0.489 -1.857 0.974 0.0840
Cl -2.259 0.073 -0.686 -0.3074
H -0.788 0.666 1.877 0.2397
H 0.898 0.833 1.526 0.2506
H -0.410 1.701 0.527 0.2511
H 0.286 -1.351 -1.580 0.2358
H 0.444 0.392 -2.073 0.2904
```

---

(8)
ORCA calculation (ωB97M-V with the def2-TZVPD basis set) on 2 unconnected molecules or ions with the total composition C3H5Cl3OS at a distorted geometry.

Computed properties:
- LUMO (alpha / beta) (eV) = 0.152 / -2.183
- HOMO level (alpha / beta) (eV) = -8.51 / -9.86
- gap between HOMO and LUMO (alpha / beta) (eV) = 8.659 / 7.680
- E_tot (a.u.) = -1971.1543
- spin multiplicity = 3

```
13
Properties=species:S:1:pos:R:3:nbo_charge:R:1
C 0.449 -3.223 0.304 -0.8490
C -2.415 -1.072 -1.456 -0.2585
C -2.788 -0.295 -0.268 -0.1037
O 1.541 -0.773 -0.044 -0.8031
S 0.261 -1.372 0.263 0.9554
Cl -1.745 1.044 0.053 0.0724
Cl -4.666 0.391 -0.210 -0.1023
Cl -2.757 -1.247 1.253 -0.0069
H 0.869 -3.463 1.222 0.2279
H 0.971 -3.624 -0.605 0.2394
H -0.525 -3.700 0.451 0.2323
H -2.377 -0.404 -2.203 0.1884
H -2.769 -2.066 -1.538 0.2077
```

---

(9)
ORCA calculation (ωB97M-V with the def2-TZVPD basis set) on a single C3H5ClF2S molecule at a distorted geometry.

Computed properties:
- LUMO (eV) = 0.759
- HOMO level (eV) = -9.43
- gap between HOMO and LUMO (eV) = 10.185
- E_tot (a.u.) = -1175.4054
- SMILES string = FC[C@@](F)(Cl)CS
- energy relative to the best compared isomer or geometry (same formula, charge and spin) (kJ/mol) = 26.1

```
12
Properties=species:S:1:pos:R:3:nbo_charge:R:1
F -0.884 -1.525 -0.885 -0.3619
C -0.326 -1.305 0.363 -0.0042
C -0.075 0.170 0.702 0.3229
F -1.241 0.819 1.015 -0.3381
Cl 0.969 0.009 2.153 -0.0499
C 0.567 1.078 -0.331 -0.5874
S -0.481 1.335 -1.790 0.0005
H -1.133 -1.658 1.111 0.1971
H 0.574 -1.882 0.435 0.1934
H 1.630 0.807 -0.579 0.2403
H 0.692 2.033 0.143 0.2491
H -0.293 0.119 -2.337 0.1383
```

---

(10)
ORCA calculation (ωB97M-V with the def2-TZVPD basis set) on a single C3H5ClFN3 molecule at a distorted geometry.

Computed properties:
- LUMO (eV) = 0.865
- HOMO level (eV) = -8.50
- gap between HOMO and LUMO (eV) = 9.363
- E_tot (a.u.) = -841.4869
- SMILES string = CN1N=CN(F)[C@@H]1Cl
- energy relative to the best compared isomer or geometry (same formula, charge and spin) (kJ/mol) = 209.7

```
13
Properties=species:S:1:pos:R:3:nbo_charge:R:1
C 1.037 -0.567 0.009 -0.3947
N -0.132 0.229 -0.180 -0.3088
N -0.319 1.434 0.526 -0.2496
C -1.561 1.742 0.417 0.1361
N -2.295 0.926 -0.385 -0.0408
F -3.634 0.663 -0.242 -0.2000
C -1.318 -0.399 -0.617 0.1339
Cl -1.805 -1.829 0.366 -0.1089
H 1.880 -0.113 -0.442 0.2045
H 1.283 -0.768 1.034 0.1996
H 0.915 -1.451 -0.444 0.2077
H -1.991 2.545 0.999 0.2216
H -1.569 -0.661 -1.569 0.1994
```